(1)
The following is a DFT calculation (the ωB97M-V functional and the def2-TZVPD basis) of a gas-phase ion, C3H3N2O2 (charge -1) in a non-equilibrium geometry.

```
! RIJCOSX wB97M-V def2-TZVPD def2/J DEFGRID3
* xyz -1 3
C -0.19 -1.65 -0.38
C 1.47 -0.15 0.06
C -0.77 0.71 -0.06
N -1.10 -0.52 -0.36
N 0.64 0.89 0.00
O 2.72 -0.17 0.04
O -1.53 1.65 0.07
H -0.09 -1.88 0.70
H -2.02 -0.70 -0.14
H 0.87 1.83 0.07
*
```

For the total energy, the calculation gives -10230.575 eV. The energy relative to the best compared isomer or geometry (same formula, charge and spin) comes out at 2.079 eV. Its gap between HOMO and LUMO (alpha / beta) is 4.7781 / 6.4235 eV.



(2)
The following is a DFT calculation (the ωB97M-V functional and the def2-TZVPD basis) of 2 unconnected molecules or ions with the total composition C27H19F4 in a non-equilibrium geometry.

```
! RIJCOSX wB97M-V def2-TZVPD def2/J DEFGRID3
* xyz 1 1
F 3.29 -1.98 0.64
C 3.05 -0.62 0.81
C 4.16 0.18 1.05
C 3.84 1.44 1.52
F 4.88 2.18 2.05
C 2.54 1.95 1.59
C 1.42 1.16 1.22
C 0.00 1.79 1.49
C -1.42 1.16 1.20
C -2.53 1.94 1.57
C -3.83 1.44 1.49
F -4.86 2.16 2.05
C -4.16 0.19 0.99
C -3.05 -0.61 0.75
F -3.29 -1.96 0.57
C -1.71 -0.17 0.84
C 1.71 -0.19 0.92
H 5.19 -0.19 0.98
H 2.44 2.99 1.91
H 0.00 2.88 1.14
H -2.43 2.98 1.90
H -5.19 -0.18 0.92
H -0.93 -0.88 0.56
H 0.93 -0.91 0.67
C -0.08 -1.43 6.25
C -1.31 -2.09 6.04
C -1.37 -3.49 6.23
C -0.14 -4.19 6.73
H -0.15 -5.21 6.36
C 1.13 -3.53 6.25
C 1.12 -2.13 6.06
C 2.17 -1.45 5.40
C 3.22 -2.17 4.85
C 3.33 -3.54 5.13
C 2.28 -4.19 5.80
C -2.53 -4.10 5.75
C -3.54 -3.42 5.06
C -3.38 -2.05 4.78
C -2.33 -1.37 5.37
H 0.00 1.95 2.59
H -0.06 -0.39 5.93
H -0.15 -4.38 7.82
H 2.14 -0.36 5.34
H 3.96 -1.68 4.24
H 4.27 -4.05 4.88
H 2.36 -5.27 5.92
H -2.65 -5.18 5.86
H -4.49 -3.90 4.77
H -4.09 -1.53 4.16
H -2.27 -0.28 5.33
*
```

For the total energy, the calculation gives -39168.849 eV. The energy relative to the best compared isomer or geometry (same formula, charge and spin) comes out at 0.092 eV. Its gap between HOMO and LUMO is 5.8062 eV.



(3)
The following is a DFT calculation (the ωB97M-V functional and the def2-TZVPD basis) of a molecular structure, C4H8O2.

```
! RIJCOSX wB97M-V def2-TZVPD def2/J DEFGRID3
* xyz 0 1
C -0.74 0.65 -0.62
C -0.88 0.11 0.80
C 0.43 -0.61 1.16
O 1.44 0.05 0.40
C 1.14 0.04 -0.90
O 0.91 -1.08 -1.56
H -1.60 0.40 -1.26
H -0.59 1.73 -0.69
H -0.11 -0.32 -1.41
H -1.72 -0.58 0.89
H -1.06 0.93 1.51
H 0.72 -0.50 2.21
H 0.41 -1.67 0.90
H 1.66 0.87 -1.41
*
```

For the total energy, the calculation gives -8368.979 eV. The energy relative to the best compared isomer or geometry (same formula, charge and spin) comes out at 4.303 eV. Its gap between HOMO and LUMO is 9.9751 eV.



(4)
The following is a DFT calculation (the ωB97M-V functional and the def2-TZVPD basis) of a single C7H9FN2O5 molecule in a non-equilibrium geometry.

```
! RIJCOSX wB97M-V def2-TZVPD def2/J DEFGRID3
* xyz 0 1
O 1.99 2.43 1.82
O 1.62 -0.20 -1.07
O 1.74 -1.87 2.00
F -0.86 -1.93 0.86
O 0.23 -1.95 -1.58
O -1.61 0.67 -0.32
C 1.34 1.45 1.54
C 0.74 -0.98 -0.75
C 1.16 -0.86 1.64
N 1.66 0.28 2.18
N 0.11 1.55 0.93
C 0.72 -1.98 -2.95
C -2.73 1.57 -0.11
C 0.04 -0.91 0.63
C -0.76 0.41 0.79
H 2.62 0.30 2.55
H -0.04 2.31 0.27
H 1.75 -2.36 -3.05
H 0.71 -0.98 -3.34
H 0.03 -2.59 -3.59
H -3.55 1.03 0.42
H -2.41 2.40 0.51
H -3.13 1.88 -1.08
H -1.38 0.33 1.71
*
```

For the total energy, the calculation gives -23339.777 eV. Its gap between HOMO and LUMO is 10.8088 eV.



(5)
The following is a DFT calculation (the ωB97M-V functional and the def2-TZVPD basis) of 4 unconnected molecules or ions with the total composition C25H33BrFIO15S2 in a non-equilibrium geometry.

```
! RIJCOSX wB97M-V def2-TZVPD def2/J DEFGRID3
* xyz 0 1
C -2.44 -2.47 2.59
C -2.68 -1.74 3.51
C -2.94 -0.69 4.49
C -1.91 0.46 4.44
C -0.45 -0.03 4.65
C 0.47 0.11 3.40
S 1.72 -1.24 3.54
O 2.24 -1.58 2.27
O 2.60 -0.92 4.61
F 0.86 -2.45 4.01
O -0.31 -0.21 2.26
S -0.34 0.76 0.98
O 0.82 0.65 0.15
O -1.56 0.44 0.30
C -0.55 2.44 1.63
C -0.21 3.39 0.53
C -1.22 4.04 -0.12
C 0.15 2.62 3.03
C 0.87 3.98 3.20
C -0.10 5.11 3.42
O -0.88 5.16 4.30
Br 0.01 6.59 2.13
C 1.12 1.50 3.44
I 3.05 1.68 2.46
H -2.12 -3.16 1.85
H -2.89 -1.11 5.50
H -3.94 -0.28 4.34
H -2.03 1.09 3.57
H -2.14 1.09 5.30
H -0.53 -1.07 4.97
H -0.01 0.51 5.49
H -1.63 2.51 1.80
H 0.84 3.57 0.29
H -1.92 4.68 0.42
H -1.39 3.93 -1.19
H -0.64 2.65 3.78
H 1.57 4.20 2.40
H 1.47 3.88 4.11
H 1.37 1.68 4.48
C 1.82 -2.21 -2.46
C 2.63 -1.36 -3.40
C 2.69 0.11 -3.05
O 2.92 0.71 -4.33
C 2.38 -0.11 -5.26
O 2.23 0.18 -6.41
O 2.03 -1.29 -4.71
H 1.70 -3.21 -2.86
H 2.31 -2.27 -1.49
H 0.82 -1.79 -2.32
H 3.63 -1.77 -3.52
H 3.49 0.35 -2.35
H 1.74 0.48 -2.65
C 1.79 2.46 -8.35
C 2.59 3.30 -9.31
C 2.66 4.77 -8.98
O 2.88 5.35 -10.27
C 2.33 4.52 -11.19
O 2.18 4.79 -12.34
O 1.98 3.34 -10.61
H 1.66 1.45 -8.73
H 2.28 2.40 -7.38
H 0.79 2.88 -8.21
H 3.59 2.88 -9.42
H 3.47 5.03 -8.30
H 1.71 5.16 -8.58
C -3.53 -8.44 3.96
C -3.85 -7.02 4.35
C -3.52 -5.97 3.32
O -3.31 -4.81 4.13
C -2.89 -5.24 5.34
O -2.45 -4.53 6.19
O -3.02 -6.58 5.45
H -3.65 -9.11 4.81
H -4.19 -8.77 3.15
H -2.49 -8.53 3.62
H -4.89 -6.94 4.67
H -4.32 -5.80 2.60
H -2.59 -6.19 2.78
*
```

For the total energy, the calculation gives -159698.931 eV. Its gap between HOMO and LUMO is 8.4209 eV.



(6)
The following is a DFT calculation (the ωB97M-V functional and the def2-TZVPD basis) of 3 unconnected molecules or ions with the total composition C4H14NO in a non-equilibrium geometry.

```
! RIJCOSX wB97M-V def2-TZVPD def2/J DEFGRID3
* xyz 1 1
C -1.70 -0.66 1.75
C -1.87 -0.06 0.29
C -1.37 -0.89 -0.94
C -1.41 -0.01 -2.23
N 5.89 -0.53 1.38
H -2.25 -0.04 2.45
H -2.02 -1.68 1.94
H -2.90 0.25 0.09
H -1.26 0.93 0.03
H -0.37 -1.22 -0.56
H -1.86 -1.86 -0.83
H -2.43 0.25 -2.48
H -1.07 -0.53 -3.14
H -0.89 0.95 -2.06
H -0.70 -0.67 2.15
H 6.23 0.16 0.71
H 5.00 -0.21 1.84
H 6.03 -1.57 1.30
H -0.70 2.83 -0.18
O -0.49 1.99 -0.52
*
```

For the total energy, the calculation gives -7898.701 eV. The energy relative to the best compared isomer or geometry (same formula, charge and spin) comes out at 8.253 eV. Its gap between HOMO and LUMO is 1.3286 eV.



(7)
The following is a DFT calculation (the ωB97M-V functional and the def2-TZVPD basis) of 2 unconnected molecules or ions with the total composition C5H10NP in a non-equilibrium geometry.

```
! RIJCOSX wB97M-V def2-TZVPD def2/J DEFGRID3
* xyz 0 1
C -2.15 -1.05 1.80
C 1.60 -0.94 -0.23
C 1.27 -1.30 1.20
C -0.88 2.30 -1.50
C -0.07 1.06 -1.33
N -2.20 -0.15 1.11
P 1.48 0.96 -0.66
H -2.18 -1.84 2.51
H 2.62 -1.21 -0.41
H 0.90 -1.50 -0.80
H 1.15 -2.32 1.28
H 1.91 -0.90 1.96
H 0.25 -0.91 1.42
H -0.26 3.14 -1.48
H -1.45 2.27 -0.62
H -1.50 2.12 -2.39
H -0.50 0.27 -1.83
*
```

For the total energy, the calculation gives -16123.269 eV. The energy relative to the best compared isomer or geometry (same formula, charge and spin) comes out at 1.640 eV. Its gap between HOMO and LUMO is 9.0295 eV.



(8)
The following is a DFT calculation (the ωB97M-V functional and the def2-TZVPD basis) of a molecular structure, C4H7CuO2 in a non-equilibrium geometry.

```
! RIJCOSX wB97M-V def2-TZVPD def2/J DEFGRID3
* xyz 0 1
H -0.33 1.55 0.81
O 0.70 2.91 -0.55
C 0.59 2.33 0.51
H 1.30 2.50 1.34
C 1.03 -0.16 -0.21
C -0.17 -0.54 0.37
C -1.37 -1.00 -0.43
H 1.94 -0.14 0.39
H 1.06 -0.04 -1.30
H -0.16 -0.83 1.43
H -1.28 -0.55 -1.45
H -2.27 -0.51 0.02
O -1.47 -2.37 -0.45
Cu 0.43 -3.15 -0.46
*
```

For the total energy, the calculation gives -52991.476 eV. The energy relative to the best compared isomer or geometry (same formula, charge and spin) comes out at 1.752 eV. Its gap between HOMO and LUMO is 7.2353 eV.



(9)
The following is a DFT calculation (the ωB97M-V functional and the def2-TZVPD basis) of a molecular structure, C24H15N6O3RhS.

```
! RIJCOSX wB97M-V def2-TZVPD def2/J DEFGRID3
* xyz 0 1
Rh 0.17 -0.06 0.18
O -3.26 -0.81 2.29
C -2.31 -0.71 1.56
N -1.15 0.00 1.71
C -0.82 0.81 2.78
O -1.44 1.04 3.78
C 0.55 1.46 2.55
C 1.12 2.25 3.53
C 2.37 2.80 3.30
C 3.01 2.56 2.10
C 2.39 1.77 1.15
N 1.19 1.23 1.38
C -2.31 -1.46 0.21
C -3.37 -2.26 -0.13
C -3.34 -2.93 -1.35
C -2.25 -2.76 -2.18
C -1.21 -1.93 -1.78
N -1.26 -1.30 -0.61
H 0.57 2.40 4.45
H 2.84 3.42 4.06
H 3.99 2.97 1.89
H 2.83 1.53 0.19
H -4.19 -2.35 0.57
H -4.16 -3.57 -1.64
H -2.18 -3.26 -3.14
H -0.33 -1.76 -2.38
N 1.35 -1.54 0.62
C 2.35 -1.52 1.25
N 3.33 -1.51 2.02
C 4.63 -1.46 1.77
N 5.77 -1.41 1.66
C 2.15 1.14 -8.60
C 3.61 1.23 -8.92
O 4.03 1.27 -10.05
S 4.83 1.41 -7.61
C 3.93 1.10 -6.12
C 3.55 2.16 -5.30
C 2.87 1.92 -4.12
C 2.56 0.61 -3.73
C 2.96 -0.45 -4.54
C 3.65 -0.21 -5.72
C 1.85 0.37 -2.50
C 1.24 0.21 -1.47
H 1.67 0.51 -9.34
H 1.74 2.15 -8.69
H 1.94 0.78 -7.59
H 3.78 3.17 -5.60
H 2.57 2.74 -3.49
H 2.74 -1.46 -4.24
H 3.97 -1.03 -6.34
*
```

For the total energy, the calculation gives -54056.242 eV. The energy relative to the best compared isomer or geometry (same formula, charge and spin) comes out at 0.331 eV. Its gap between HOMO and LUMO is 6.7436 eV.



(10)
The following is a DFT calculation (the ωB97M-V functional and the def2-TZVPD basis) of 2 unconnected molecules or ions with the total composition C5H4Cl3N3O2 in a non-equilibrium geometry.

```
! RIJCOSX wB97M-V def2-TZVPD def2/J DEFGRID3
* xyz 0 1
N 4.79 0.33 -0.64
C 3.58 -0.01 -0.99
C 2.13 -0.35 -1.68
C 0.90 0.65 -1.25
C -0.33 -0.27 -0.60
N -1.39 -1.03 -0.45
O 1.27 1.70 -0.27
N 1.85 2.75 -0.89
O 1.01 3.60 -1.14
H 1.88 -1.48 -1.39
H 2.23 -0.30 -2.85
H 0.54 1.23 -2.23
C -3.70 -1.33 2.76
Cl -5.05 -0.60 3.65
Cl -2.15 -0.71 3.35
Cl -3.75 -3.10 2.90
H -3.80 -1.07 1.70
*
```

For the total energy, the calculation gives -51373.458 eV. Its gap between HOMO and LUMO is 9.4920 eV.



(11)
The following is a DFT calculation (the ωB97M-V functional and the def2-TZVPD basis) of a single C17H23N3O4S3 molecule in a non-equilibrium geometry.

```
! RIJCOSX wB97M-V def2-TZVPD def2/J DEFGRID3
* xyz 0 1
C 4.53 2.02 0.85
H 4.64 1.02 0.44
H 4.84 2.74 0.11
H 5.20 2.10 1.71
C 3.10 2.30 1.29
N 2.21 2.48 0.15
C 0.97 3.14 0.53
C 0.15 3.42 -0.73
N -0.13 2.18 -1.42
C -1.22 1.46 -1.08
C -1.64 0.18 -1.43
N -2.83 -0.18 -0.91
C -3.38 0.72 -0.19
S -2.46 2.18 -0.05
S -4.97 0.49 0.59
O -5.82 1.57 0.17
O -4.74 0.34 2.00
C -5.54 -1.07 -0.12
H -5.09 -1.87 0.45
H -6.62 -1.09 -0.04
H -5.22 -1.10 -1.15
S -0.97 -1.22 -2.33
O -2.08 -1.96 -2.85
O 0.07 -0.82 -3.26
C -0.21 -2.14 -0.99
C 1.16 -2.23 -0.88
C 1.71 -2.89 0.20
C 0.90 -3.46 1.18
C -0.48 -3.36 1.05
C -1.04 -2.70 -0.03
H -2.11 -2.61 -0.15
H -1.12 -3.80 1.80
C 1.49 -4.19 2.34
H 2.55 -3.96 2.45
H 1.39 -5.27 2.19
H 0.97 -3.94 3.26
H 2.79 -2.97 0.29
H 1.77 -1.79 -1.65
C 1.11 1.54 -1.81
C 1.94 1.24 -0.55
H 2.88 0.79 -0.85
H 1.39 0.52 0.09
H 0.92 0.64 -2.38
H 1.66 2.25 -2.43
H -0.78 3.94 -0.49
H 0.74 4.05 -1.41
H 1.20 4.08 1.03
H 0.36 2.52 1.21
H 2.74 1.50 1.96
H 3.09 3.24 1.86
*
```

For the total energy, the calculation gives -63166.524 eV. The energy relative to the best compared isomer or geometry (same formula, charge and spin) comes out at 0.000 eV. Its gap between HOMO and LUMO is 8.7579 eV.



(12)
The following is a DFT calculation (the ωB97M-V functional and the def2-TZVPD basis) of 2 unconnected molecules or ions with the total composition C10H16 in a non-equilibrium geometry.

```
! RIJCOSX wB97M-V def2-TZVPD def2/J DEFGRID3
* xyz 1 2
C 1.03 -1.39 0.30
C 2.55 -1.81 0.53
C 0.78 -0.36 -0.71
C 0.64 -0.76 -2.02
C 0.60 1.01 -0.47
C 0.56 0.14 -3.14
C 0.67 1.99 -1.49
C 0.46 1.47 -2.81
H 0.46 -2.19 0.06
H 0.56 -1.09 1.40
H 2.74 -2.61 -0.16
H 0.83 -1.77 -2.30
H 0.61 1.35 0.53
H 0.35 -0.43 -4.04
H 0.81 3.12 -1.34
H 0.40 2.20 -3.64
H 2.49 -2.15 1.63
H 3.44 -1.07 0.59
C -2.14 -0.10 1.85
C -2.79 1.21 2.41
H -2.95 -0.67 1.27
H -1.45 0.20 1.04
H -1.75 -0.83 2.63
H -2.94 1.96 1.69
H -3.78 0.92 3.05
H -2.19 1.66 3.17
*
```

For the total energy, the calculation gives -10618.681 eV. The energy relative to the best compared isomer or geometry (same formula, charge and spin) comes out at 2.192 eV. Its gap between HOMO and LUMO (alpha / beta) is 9.9372 / 5.6347 eV.



(13)
The following is a DFT calculation (the ωB97M-V functional and the def2-TZVPD basis) of a molecular structure, CH4N2PS in a non-equilibrium geometry.

```
! RIJCOSX wB97M-V def2-TZVPD def2/J DEFGRID3
* xyz 1 1
C -0.61 0.52 -0.10
N -1.64 -0.30 -0.06
N 0.64 0.14 0.12
P 2.04 1.15 0.10
S 3.65 -0.98 0.07
H -0.78 1.56 -0.33
H -2.57 0.04 -0.26
H -1.53 -1.28 0.15
H 0.80 -0.85 0.32
*
```

For the total energy, the calculation gives -24196.691 eV. The energy relative to the best compared isomer or geometry (same formula, charge and spin) comes out at 2.648 eV. Its gap between HOMO and LUMO (alpha / beta) is 7.8589 / 7.2507 eV.



(14)
The following is a DFT calculation (the ωB97M-V functional and the def2-TZVPD basis) of 3 unconnected molecules or ions with the total composition C14H23BBrN3O.

```
! RIJCOSX wB97M-V def2-TZVPD def2/J DEFGRID3
* xyz 0 1
C 3.38 2.01 -0.62
C 2.60 1.90 -1.94
C 1.07 1.87 -1.77
C 0.36 3.19 -2.09
N -0.38 3.78 -0.97
B -1.56 3.30 -0.43
C -2.44 2.20 -1.18
C -3.00 1.20 -0.23
O -2.64 0.09 -0.05
Br -4.48 1.89 0.85
H 4.30 2.58 -0.73
H 2.78 2.51 0.15
H 3.64 1.03 -0.24
H 2.88 2.73 -2.60
H 2.91 0.98 -2.45
H 0.84 1.59 -0.74
H 0.66 1.08 -2.39
H 1.08 3.93 -2.44
H -0.35 3.06 -2.91
H 0.22 4.29 -0.33
H -1.94 3.74 0.61
H -1.86 1.63 -1.91
H -3.27 2.69 -1.69
N -3.74 -1.64 2.24
C -3.83 -2.99 2.10
C -4.47 -3.49 3.20
C -4.79 -2.39 4.04
C -4.32 -1.26 3.41
H -3.32 -1.01 1.57
H -3.42 -3.49 1.23
H -4.70 -4.53 3.38
H -5.30 -2.42 4.98
H -4.36 -0.22 3.70
N 4.55 -3.59 -0.92
C 3.76 -2.63 -1.49
C 2.93 -2.13 -0.52
C 3.23 -2.82 0.69
C 4.23 -3.71 0.41
H 5.25 -4.12 -1.40
H 3.85 -2.38 -2.53
H 2.18 -1.37 -0.66
H 2.76 -2.68 1.65
H 4.74 -4.42 1.04
*
```

For the total energy, the calculation gives -92128.374 eV. Its gap between HOMO and LUMO is 8.2247 eV.



(15)
The following is a DFT calculation (the ωB97M-V functional and the def2-TZVPD basis) of 16 unconnected molecules or ions with the total composition C3H37NO16 in a non-equilibrium geometry.

```
! RIJCOSX wB97M-V def2-TZVPD def2/J DEFGRID3
* xyz 0 1
C 3.06 0.67 -1.69
C 1.73 0.01 -1.93
N 0.79 -0.21 -1.01
C 1.01 -0.33 0.42
O 1.37 -0.20 -3.12
H 3.57 0.46 -0.74
H 3.61 0.48 -2.62
H 2.96 1.70 -1.48
H -0.19 -0.44 -1.30
H 1.99 0.08 0.74
H 0.95 -1.42 0.69
H 0.26 0.20 0.94
H 0.09 -3.26 -1.22
H 0.13 -4.79 -1.15
O 0.24 -3.99 -0.60
H 0.91 3.63 -2.83
H 0.63 2.17 -2.65
O 0.43 3.03 -2.25
H 2.89 2.42 2.96
H 2.14 2.86 1.64
O 3.00 2.64 2.03
H -1.19 -1.51 -2.82
H 0.21 -2.11 -2.79
O -0.70 -2.26 -2.50
H 2.10 -1.94 3.92
H 1.66 -2.86 2.82
O 1.48 -2.66 3.74
H 0.00 -1.57 3.85
H -1.37 -1.32 3.26
O -0.73 -0.92 3.87
H -3.16 0.55 -3.86
H -1.68 0.30 -4.28
O -2.43 -0.08 -3.82
H -2.36 -0.15 -2.15
H -2.37 -1.33 -1.10
O -2.06 -0.41 -1.24
H -0.02 2.45 0.67
H 0.69 2.79 -0.70
O 0.85 2.64 0.28
H -4.25 -0.05 1.81
H -3.14 -1.03 1.17
O -3.34 -0.36 1.87
H 3.33 0.62 2.64
H 2.34 0.19 3.67
O 3.18 -0.09 3.27
H -1.58 -3.23 -0.19
H -3.12 -3.39 -0.63
O -2.45 -2.80 -0.28
H 0.35 1.52 2.45
H 0.00 0.62 3.55
O 0.73 1.24 3.29
H -1.62 2.25 -2.05
H -2.78 3.23 -2.10
O -2.34 2.54 -2.61
H -2.36 1.14 1.42
H -1.72 0.85 -0.01
O -1.73 1.46 0.74
*
```

For the total energy, the calculation gives -37963.544 eV. The energy relative to the best compared isomer or geometry (same formula, charge and spin) comes out at 0.654 eV. Its gap between HOMO and LUMO is 9.4263 eV.